# 1
The following is a DFT calculation (ωB97M-V with the def2-TZVPD basis set) of a molecular structure, C3H6N2O in a non-equilibrium geometry.

Structure (XYZ):
```
12
Properties=species:S:1:pos:R:3:forces:R:3:lowdin_charge:R:1
C -1.2927 -0.4736 -0.3058 -0.334 -0.175 -0.089 -0.003
C -0.3711 1.4224 0.0773 -0.385 1.038 -0.424 -0.112
O -0.6357 2.4688 -0.3194 0.300 -1.026 0.408 0.137
N 1.3598 0.9254 0.8754 0.102 -0.261 0.013 0.031
C 1.4765 -0.1528 0.1107 -0.035 0.109 -0.004 -0.425
N 0.5870 -1.1244 0.2229 0.208 0.053 -0.072 0.015
H -1.7887 0.1855 -1.0216 0.122 -0.052 0.095 0.031
H -1.2493 -1.4633 -0.7575 0.038 0.152 0.085 0.035
H -1.8190 -0.5018 0.6431 0.116 0.032 -0.129 0.047
H 0.8252 0.6397 1.6996 0.024 0.070 -0.062 0.065
H 2.1662 -0.0837 -0.7379 -0.113 -0.036 0.106 0.115
H 0.7417 -1.8422 -0.4867 -0.041 0.096 0.074 0.064
```
Forces are in eV/Å.

Its total energy is -8231.2628 eV. Its LUMO energy is 0.0052 hartree. Its energy above the lowest of the compared OMol25 structures with the same formula, charge and spin is 5.436 eV. The value obtained for the highest occupied orbital energy is -9.148 eV. For the orbital gap, the calculation gives 9.29 eV. Its charge is 0. The value obtained for the molecular weight is 86.09 g/mol.

# 2
The following is a DFT calculation (ωB97M-V with the def2-TZVPD basis set) of a molecular structure, C40H62BN5OPdS2Si4Te2.

Structure (XYZ):
```
118
Properties=species:S:1:pos:R:3:forces:R:3:lowdin_spin:R:1
Pd -1.2572 -1.8439 -0.1758 -0.722 -0.082 0.268 1.143
C 2.0689 -6.1002 -0.6892 -0.069 -0.014 -0.046 0.003
N 1.1211 -5.4508 -1.5802 0.003 -0.046 -0.033 0.020
C 1.1021 -5.5849 -2.9534 0.029 0.037 0.074 0.016
C 0.0029 -4.9290 -3.3879 0.030 -0.005 -0.023 0.012
N -0.6491 -4.3927 -2.2977 -0.030 -0.213 -0.047 0.021
B -2.1503 -3.9471 -2.3398 -0.027 0.093 0.076 0.005
N -2.3380 -2.3455 -2.5099 -0.028 -0.135 -0.247 0.051
C -2.2528 -1.8419 -3.8085 -0.023 0.077 0.060 0.004
C -3.2741 -0.9920 -4.0136 0.040 0.035 0.051 0.023
N -3.9949 -0.9311 -2.8282 -0.092 -0.014 -0.057 0.009
C -5.1527 -0.0808 -2.5982 0.081 -0.039 -0.009 0.004
C -3.4069 -1.7251 -1.9199 0.185 -0.074 0.078 0.024
S -3.7237 -1.8148 -0.2425 -0.121 -0.002 -0.053 0.208
C 0.0444 -4.7316 -1.1956 0.075 0.198 0.090 0.025
S -0.3186 -4.2791 0.4288 0.023 0.128 -0.283 0.338
H 3.0096 -6.2319 -1.2175 -0.023 -0.026 0.014 0.000
H 1.6823 -7.0672 -0.3717 0.001 -0.020 0.018 0.001
H 2.2223 -5.4736 0.1832 0.004 -0.002 0.019 0.000
H 1.8630 -6.1371 -3.4771 -0.041 0.026 -0.008 0.001
H -0.3933 -4.8286 -4.3837 0.006 -0.008 0.057 0.001
H -2.6885 -4.2569 -1.3231 -0.013 -0.048 -0.017 0.002
H -2.6124 -4.4427 -3.3331 -0.031 0.005 0.004 0.000
H -1.4895 -2.1774 -4.4887 -0.045 -0.013 -0.001 0.000
H -3.5668 -0.4224 -4.8791 0.008 -0.027 0.022 0.002
H -4.9514 0.9224 -2.9716 -0.026 -0.007 -0.023 0.001
H -5.3362 -0.0376 -1.5274 -0.017 0.000 0.026 0.003
H -6.0256 -0.4973 -3.0964 -0.025 -0.004 -0.010 0.000
C 5.9764 0.8346 1.6763 0.049 0.107 -0.008 0.011
Si 4.4239 0.4827 0.6912 -0.114 -0.023 -0.042 0.033
C 4.8431 0.1961 -1.1160 0.077 -0.019 -0.037 0.006
C 3.1960 1.8835 0.8610 -0.030 0.047 0.004 0.006
Si 3.4567 -1.4789 1.5702 0.012 0.008 0.048 0.160
Te 1.4096 -1.7370 0.1137 0.674 0.048 0.051 1.185
Si 2.4921 -1.2776 3.7305 0.053 -0.037 0.015 0.036
C 1.6901 0.4034 3.8948 0.011 0.053 -0.014 0.004
C 3.9584 -1.4196 4.8931 -0.007 -0.007 0.057 0.011
C 1.2606 -2.6514 4.0146 0.004 -0.025 0.020 0.003
Si 4.6857 -3.4559 1.2277 -0.030 0.011 0.067 0.032
C 6.4378 -3.1175 1.7979 0.063 -0.069 -0.003 0.009
C 4.6803 -3.8873 -0.5992 0.021 0.027 -0.088 0.011
C 3.9169 -4.8283 2.2501 -0.013 -0.027 0.004 0.001
H 6.4673 1.7209 1.2612 0.012 -0.036 0.044 0.002
H 6.6922 0.0103 1.6399 -0.046 0.019 -0.011 0.000
H 5.7521 1.0452 2.7250 -0.008 -0.019 -0.040 0.000
H 5.0007 1.1552 -1.6184 0.025 -0.031 0.022 0.000
H 4.0537 -0.3339 -1.6549 -0.022 0.033 0.040 0.007
H 5.7639 -0.3851 -1.2169 -0.044 0.007 -0.006 0.000
H 3.5838 2.7747 0.3584 -0.014 -0.008 0.021 0.000
H 3.0258 2.1373 1.9096 0.005 -0.005 -0.038 0.000
H 2.2246 1.6532 0.4120 0.035 -0.017 0.000 0.006
H 2.4393 1.1809 4.0663 -0.022 -0.030 -0.022 0.000
H 1.0097 0.4007 4.7513 0.023 0.015 -0.016 0.001
H 1.1049 0.6825 3.0154 0.014 -0.032 0.035 0.001
H 4.7312 -0.6801 4.6667 -0.034 -0.029 -0.001 0.000
H 4.4130 -2.4129 4.8512 -0.014 0.038 -0.008 0.000
H 3.6320 -1.2487 5.9237 0.017 -0.014 -0.031 0.002
H 0.4760 -2.6392 3.2557 -0.015 0.005 0.013 0.002
H 0.7794 -2.4985 4.9861 0.023 -0.021 -0.019 0.000
H 1.7320 -3.6371 4.0266 -0.018 0.065 -0.016 0.000
H 6.9770 -2.4951 1.0799 -0.026 0.001 0.027 0.000
H 6.9836 -4.0611 1.8942 0.005 0.037 -0.017 0.002
H 6.4699 -2.6201 2.7704 -0.030 -0.025 -0.029 0.000
H 5.2670 -3.1617 -1.1685 -0.027 -0.008 0.025 0.000
H 3.6722 -3.9025 -1.0236 0.067 0.026 0.041 0.012
H 5.1289 -4.8730 -0.7566 0.010 0.039 0.001 0.000
H 4.2359 -4.7552 3.2929 -0.021 0.023 -0.024 0.000
H 4.2411 -5.8043 1.8762 -0.005 0.013 0.038 0.000
H 2.8240 -4.8016 2.2378 0.045 -0.009 -0.030 -0.001
C -6.6556 6.2329 -2.0695 -0.028 0.028 -0.006 0.001
C -5.6531 5.1278 -1.8889 -0.004 -0.013 0.022 0.004
C -4.6093 4.9487 -2.7865 -0.005 -0.024 -0.012 0.005
C -3.6674 3.9360 -2.6307 -0.025 0.011 0.066 0.023
C -2.5737 3.8166 -3.6601 -0.003 0.006 -0.098 0.012
C -3.7856 3.0811 -1.5234 0.042 0.159 -0.010 0.091
Te -2.3704 1.5031 -1.2208 0.129 -0.046 0.043 0.376
N -1.1213 0.3063 0.3700 -0.005 -0.089 -0.171 0.516
C -1.3108 -0.0072 1.6309 0.040 0.093 -0.290 0.082
O -1.1003 -1.2384 1.9602 -0.077 0.017 0.171 0.287
C -1.7226 0.9512 2.6900 0.049 -0.093 0.160 0.010
C -1.9171 2.3004 2.4199 0.077 0.041 0.069 0.007
C -2.2872 3.1708 3.4334 -0.005 0.022 0.010 0.001
C -2.4664 2.6966 4.7259 -0.003 -0.008 0.005 0.002
C -2.2701 1.3497 5.0043 -0.006 0.028 -0.009 0.001
C -1.8972 0.4816 3.9912 -0.088 -0.047 -0.046 0.006
C -0.6957 2.7627 -1.3911 -0.013 0.062 0.054 0.014
C -0.7543 4.0422 -0.8501 0.050 -0.018 0.027 0.009
C 0.3177 4.9098 -0.9931 -0.001 0.022 0.013 -0.001
C 1.4412 4.4975 -1.6948 0.013 0.026 0.009 0.009
C 1.4891 3.2239 -2.2397 0.016 -0.081 0.027 -0.001
C 0.4293 2.3297 -2.0977 0.019 0.030 0.029 0.009
C 0.5084 0.9732 -2.7467 0.026 0.000 -0.031 0.011
C -4.8436 3.2197 -0.6157 -0.014 0.054 -0.056 0.008
C -5.0497 2.3175 0.5752 -0.031 -0.028 0.069 0.018
C -5.7585 4.2479 -0.8192 -0.023 -0.034 0.008 -0.001
H -6.4711 6.7916 -2.9859 0.006 -0.007 0.006 0.000
H -6.6165 6.9337 -1.2338 0.009 -0.010 -0.004 0.000
H -7.6717 5.8373 -2.1125 0.017 -0.005 0.003 0.000
H -4.5281 5.6102 -3.6428 0.002 -0.008 0.009 0.001
H -2.9036 4.2394 -4.6090 -0.003 0.009 0.018 0.001
H -2.2859 2.7783 -3.8414 -0.016 -0.018 0.014 0.008
H -1.6711 4.3488 -3.3512 -0.049 -0.011 -0.019 0.000
H -1.7566 2.6766 1.4216 0.032 0.018 -0.124 0.006
H -2.4327 4.2225 3.2176 0.008 -0.027 -0.005 0.000
H -2.7574 3.3774 5.5160 0.007 -0.016 -0.010 0.000
H -2.4106 0.9790 6.0117 0.001 -0.002 -0.019 0.000
H -1.7472 -0.5719 4.1876 0.005 0.005 0.008 0.002
H -1.6511 4.3790 -0.3420 0.016 -0.028 0.015 0.000
H 0.2688 5.9041 -0.5674 0.005 -0.020 -0.014 0.000
H 2.2801 5.1703 -1.8240 -0.025 -0.014 0.008 0.001
H 2.3671 2.9077 -2.7932 -0.020 0.019 0.014 0.000
H 1.5433 0.7236 -2.9862 -0.018 0.013 -0.006 0.001
H -0.0632 0.9545 -3.6795 -0.012 0.002 0.012 0.002
H 0.1127 0.1858 -2.1042 -0.006 0.017 0.035 0.005
H -4.5725 1.3413 0.4734 -0.003 0.000 -0.020 0.012
H -6.1152 2.1461 0.7350 0.018 0.012 0.003 0.001
H -4.6541 2.7689 1.4882 0.025 0.003 -0.030 0.000
H -6.5827 4.3574 -0.1209 0.013 0.003 -0.015 0.000
```
Forces are in eV/Å.

Its total energy is -123904.5001 eV. Its LUMO energy (spin up / spin down) is -0.0692 / -0.1849 hartree. Its energy above the lowest of the compared OMol25 structures with the same formula, charge and spin is 1.081 eV. The value obtained for the highest occupied orbital energy (spin up / spin down) is -9.231 / -10.170 eV. For the orbital gap (spin up / spin down), the calculation gives 7.35 / 5.14 eV. Its expectation value of S² is 8.779. Its charge is +1. The value obtained for the molecular weight is 1177.88 g/mol. Its spin multiplicity is 6.